No. 1
The following is a quantum chemistry calculation of C5H6N2O in the gas phase in a non-equilibrium geometry, from OMol25.

```
14
Properties=species:S:1:pos:R:3:mulliken_charge:R:1
C -0.974 0.303 -0.097 0.370
C -2.238 -0.246 -0.031 -0.651
C -0.159 1.526 -0.097 -0.550
C 1.083 1.303 -0.087 -0.248
C 1.290 -0.121 0.111 0.521
H 0.576 -2.190 -0.208 0.347
H -2.385 -1.288 0.315 0.288
H -3.255 0.323 -0.116 0.228
H -0.656 2.437 0.201 0.330
H 1.812 2.130 -0.098 0.345
H 3.068 -0.600 0.032 0.245
N -0.019 -0.652 0.309 -0.065
N 2.161 -0.963 -0.072 -0.713
O -0.302 -1.963 -0.162 -0.448
```

Summary:
Electronic energy in a.u.: -378.72180
HOMO level in eV: -8.29
SMILES string: [H]/N=C1\C=CC(=C)N1O
ΔE to the lowest compared entry with this formula, charge and spin in kcal per mole: 93.6
Max |F| in Eh/bohr: 0.1343

No. 2
The following is a quantum chemistry calculation of a molecular structure, C5H6N2O in a non-equilibrium geometry, from OMol25.

```
14
Properties=species:S:1:pos:R:3:mulliken_charge:R:1
C -2.237 -0.492 -0.081 -0.993
C -1.015 0.391 -0.288 0.041
C 0.953 1.057 -0.081 0.286
C 1.425 -0.861 -0.066 -0.366
C 0.206 -0.127 -0.361 0.569
H -2.050 -1.551 -0.032 0.363
H -3.224 -0.100 -0.677 0.265
H -2.333 -0.371 1.093 0.239
H 2.881 0.569 0.453 0.272
H 1.913 -1.810 -0.588 0.238
H 1.717 -1.125 1.094 0.208
N 0.442 2.203 0.005 -0.496
N 2.295 0.424 -0.318 -0.422
O -0.972 1.793 -0.151 -0.205
```

Summary:
Electronic energy in a.u.: -378.67161
HOMO level in eV: -9.53
ΔE to the lowest compared entry with this formula, charge and spin in kcal per mole: 125.1
Max |F| in Eh/bohr: 0.1309

No. 3
The following is a quantum chemistry calculation of C5H6N2O in the gas phase in a non-equilibrium geometry, from OMol25.

```
14
Properties=species:S:1:pos:R:3:mulliken_charge:R:1
C -2.118 0.255 0.071 -0.109
C -0.610 0.029 -0.234 -0.299
C 0.587 1.044 0.138 -0.269
C 2.064 -0.587 -0.283 -0.055
C 0.307 0.029 0.935 0.372
H -2.454 0.693 1.149 0.212
H -0.628 -1.030 -0.908 0.279
H 0.483 2.132 0.189 0.394
H 1.835 0.374 -1.607 0.347
H 2.784 -1.231 -1.048 0.302
H 0.006 0.240 2.023 0.340
N 1.849 0.734 -0.501 -0.397
N 1.133 -1.132 0.538 -0.620
O -3.035 -0.376 -0.477 -0.498
```

Summary:
Electronic energy in a.u.: -378.67177
HOMO level in eV: -8.97
SMILES string: O=C[C@@H]1[C@H]2N=CN[C@@H]12
ΔE to the lowest compared entry with this formula, charge and spin in kcal per mole: 125.0
Max |F| in Eh/bohr: 0.1642

No. 4
The following is a quantum chemistry calculation of C5H6N2O in the gas phase in a non-equilibrium geometry, from OMol25.

```
14
Properties=species:S:1:pos:R:3:mulliken_charge:R:1
C 0.349 -1.026 1.445 -1.382
C 0.208 -0.595 0.085 1.277
C -1.803 -0.002 -0.521 -0.374
C -0.675 0.737 0.184 0.205
C 1.479 -0.090 -0.500 0.005
H 1.033 -1.959 1.578 0.297
H -0.512 -1.399 1.913 0.405
H 0.736 -0.170 2.021 0.327
H -1.458 -1.839 -0.858 0.322
H -2.407 0.519 -1.419 0.266
H -2.629 -0.397 0.154 0.270
N -0.810 -1.052 -0.959 -0.617
N 2.509 0.422 -0.752 -0.449
O -0.500 1.938 0.555 -0.551
```

Summary:
Electronic energy in a.u.: -378.76411
HOMO level in eV: -10.27
SMILES string: C[C@@]1(C#N)NCC1=O
ΔE to the lowest compared entry with this formula, charge and spin in kcal per mole: 67.0
Max |F| in Eh/bohr: 0.1193

No. 5
The following is a quantum chemistry calculation of C5H6N2O in the gas phase in a non-equilibrium geometry, from OMol25.

```
14
Properties=species:S:1:pos:R:3:mulliken_charge:R:1
C 1.407 -0.131 -0.054 0.272
C -0.009 -0.016 -0.038 0.809
C -0.837 -1.115 0.218 -0.431
C -2.110 -0.659 0.234 -0.494
C -0.867 1.050 -0.248 -0.539
H 1.501 1.632 0.831 0.244
H 3.114 0.872 0.651 0.248
H 2.988 -1.119 -0.183 0.206
H -0.270 -2.027 0.515 0.368
H -3.054 -1.090 0.331 0.466
H -0.959 2.150 -0.267 0.332
N 2.076 1.093 0.229 -0.571
N 2.007 -1.130 -0.375 -0.619
O -2.175 0.633 -0.190 -0.293
```

Summary:
Electronic energy in a.u.: -378.81493
HOMO level in eV: -8.94
SMILES string: [H]/N=C(\N)c1ccoc1
ΔE to the lowest compared entry with this formula, charge and spin in kcal per mole: 35.1
Max |F| in Eh/bohr: 0.1017

No. 6
The following is a quantum chemistry calculation of C5H6N2O in the gas phase in a non-equilibrium geometry, from OMol25.

```
14
Properties=species:S:1:pos:R:3:mulliken_charge:R:1
C 0.968 -0.742 0.340 -0.144
C -1.635 0.196 -0.045 0.439
C 1.394 0.214 -0.754 -0.704
C -1.287 -1.265 -0.087 -0.098
C 0.766 0.794 0.467 -0.113
N -0.099 -1.641 0.182 -0.543
N -0.643 1.059 0.366 -0.132
O -2.760 0.620 -0.239 -0.626
H 1.771 -1.203 0.902 0.355
H 2.455 0.335 -0.905 0.272
H 0.800 0.219 -1.657 0.269
H -2.070 -1.991 -0.228 0.416
H 1.297 1.389 1.191 0.390
H -0.956 2.015 0.467 0.219
```

Summary:
Electronic energy in a.u.: -378.83914
HOMO level in eV: -9.07
SMILES string: O=C1C=N[C@H]2C[C@H]2N1
ΔE to the lowest compared entry with this formula, charge and spin in kcal per mole: 20.0
Max |F| in Eh/bohr: 0.0394

No. 7
The following is a quantum chemistry calculation of C5H6N2O in the gas phase in a non-equilibrium geometry, from OMol25.

```
14
Properties=species:S:1:pos:R:3:mulliken_charge:R:1
C 1.581 -0.693 -0.198 -0.591
C 0.090 0.969 0.548 0.422
C -1.289 1.359 0.162 -0.652
C -1.880 0.257 -0.287 -0.107
C 0.213 -0.460 0.550 0.379
H 1.604 -1.197 -1.242 0.245
H 2.340 -1.426 0.326 0.222
H -1.389 2.422 -0.194 0.333
H -2.843 -0.126 -1.085 0.253
H -1.479 -1.552 0.303 0.234
H 0.618 -0.777 1.549 0.211
N 1.202 1.577 -0.188 -0.361
N -1.031 -0.882 -0.098 -0.337
O 2.263 0.529 -0.148 -0.252
```

Summary:
Electronic energy in a.u.: -378.65847
HOMO level in eV: -8.32
SMILES string: C1=CC2=NOC[C@@H]2N1
ΔE to the lowest compared entry with this formula, charge and spin in kcal per mole: 133.3
Max |F| in Eh/bohr: 0.1561

No. 8
The following is a quantum chemistry calculation of 3 unconnected molecules or ions with the total composition C5H6N2O2 in a non-equilibrium geometry, from OMol25.

```
15
Properties=species:S:1:pos:R:3:mulliken_charge:R:1
C -0.746 -1.891 0.619 -0.809
C 0.280 -1.144 -0.237 -0.013
C 1.380 -1.371 -0.941 -0.263
C 2.039 -0.140 -1.022 -0.117
C -0.978 0.828 0.509 0.791
H -1.009 -3.002 -0.390 0.201
H -1.801 -1.131 0.774 0.418
H 0.359 -2.190 1.891 0.216
H 1.643 -2.201 -1.780 0.238
H 2.765 0.076 -1.875 0.314
H -1.877 2.388 0.352 0.366
N 1.377 0.904 -0.436 -0.856
N 0.202 0.317 0.087 0.565
O -0.873 2.104 0.433 -0.493
O -2.000 0.373 0.805 -0.556
```

Summary:
Electronic energy in a.u.: -453.84717
HOMO level in eV: -9.15
ΔE to the lowest compared entry with this formula, charge and spin in kcal per mole: 180.1
Max |F| in Eh/bohr: 0.1394